1.
# C18H15N4O7S2

A molecular structure, C18H15N4O7S2 (ωB97M-V/def2-TZVPD, OMol25).

Each line ends with the Mulliken charge.
Geometry (Å):
C 4.54738 1.86664 -2.02436  -0.384
C 4.19067 0.54135 -1.75671  -0.629
C 3.07837 0.26178 -0.96125  -0.264
C 2.31020 1.32110 -0.46804  0.001
S 0.95480 1.01637 0.65367  1.799
C -0.09629 -0.21777 -0.05319  -0.974
S -1.61308 0.32155 -0.86296  1.550
C -2.28957 1.79454 -0.07340  -0.140
C -2.63839 1.78742 1.28016  -0.040
C -3.16961 2.94326 1.85578  -0.656
C -3.37891 4.08378 1.07374  -0.376
C -3.07096 4.06231 -0.28881  -0.551
C -2.54286 2.90831 -0.86946  -0.378
O -1.21067 0.71071 -2.19994  -0.761
O -2.58145 -0.72653 -0.63463  -0.699
O 1.51150 0.39630 1.83698  -0.702
O 0.26752 2.28724 0.74991  -0.681
C 2.65259 2.64691 -0.73903  -0.340
C 3.77883 2.91750 -1.51492  -0.547
H 5.42958 2.07906 -2.62864  0.349
H 4.78203 -0.28387 -2.15348  0.364
H 2.79678 -0.76226 -0.72031  0.402
H 0.46953 -0.74598 -0.83232  0.516
H -2.46734 0.89184 1.87628  0.355
H -3.40779 2.94704 2.92068  0.368
H -3.78418 4.98893 1.52840  0.353
H -3.22801 4.94199 -0.91355  0.352
H -2.28344 2.87503 -1.92610  0.421
H 2.03665 3.45136 -0.34303  0.413
H 4.04903 3.95471 -1.71066  0.355
C -0.56065 -4.23700 -2.42683  -0.587
O -0.71522 -4.94950 -1.16491  -0.417
C -0.51735 -4.24144 -0.05686  0.503
N -0.45232 -4.95123 1.08588  -0.653
C -0.24288 -4.23245 2.18857  0.713
N 0.02904 -4.63467 3.47539  -0.568
O 0.22245 -3.46879 4.19376  -0.235
N 0.04142 -2.28244 3.32733  0.673
O 0.08118 -1.17840 3.82169  -0.652
C -0.23824 -2.79229 2.08790  0.452
C -0.33279 -2.14580 0.87140  0.357
N -0.39683 -2.90011 -0.20606  -0.234
H -0.91377 -4.95047 -3.16832  0.235
H -1.15531 -3.31848 -2.46045  0.259
H 0.49453 -4.00747 -2.60747  0.266
H -0.43616 -0.97005 0.93820  -0.588

Results
strongest force on any atom	0.164	Eh/bohr
E_LUMO	2.03	eV
frontier orbital gap	5.46	eV
HOMO level	-3.429	eV
charge	-1
calculated total energy	-60864.5356	eV
spin multiplicity	1

***

2.
# C25H18BrF3MnN2O6S3

A molecular structure, C25H18BrF3MnN2O6S3 (ωB97M-V/def2-TZVPD, OMol25).

Each line ends with the Mulliken spin population.
Geometry (Å):
Mn -1.14036 -0.83473 -0.54166  2.097
O -2.47106 0.52284 -0.70645  0.015
N -2.91998 0.86082 -1.92078  -0.007
C -3.80708 1.87119 -1.95649  0.005
C -4.34075 2.30073 -3.13723  -0.002
C -3.93085 1.67620 -4.31885  0.006
C -3.00552 0.66606 -4.26292  0.001
C -2.46276 0.23685 -3.03628  0.007
S -1.29800 -1.00358 -2.87875  -0.030
H -4.03115 2.29261 -0.98866  0.001
H -5.05479 3.11144 -3.13417  0.000
H -4.33687 1.99075 -5.27241  0.001
H -2.65325 0.16733 -5.15536  0.001
F -1.45375 -6.62540 1.31591  0.000
C -1.83484 -5.85888 0.26631  -0.002
F -3.07376 -5.44899 0.50978  0.000
F -1.89358 -6.70371 -0.79240  0.000
C -0.85000 -4.75659 0.02711  0.016
C 0.48461 -5.11725 -0.01084  -0.003
C 1.46759 -4.16716 -0.23323  0.003
C 1.07265 -2.85575 -0.39345  -0.008
N -0.20496 -2.51080 -0.36630  -0.036
C -1.19728 -3.40866 -0.17697  -0.015
S -2.72621 -2.61817 -0.26537  -0.058
H 0.75454 -6.15535 0.14628  0.000
H 2.51581 -4.42976 -0.25980  0.000
H 1.77703 -2.04377 -0.52282  0.001
C 6.11069 3.34073 -1.91148  0.000
C 4.69255 2.93078 -1.60364  -0.001
C 4.05566 3.36376 -0.45045  0.000
C 2.74952 2.97772 -0.16302  0.001
C 2.07572 2.15399 -1.04161  0.001
C 2.69417 1.70887 -2.21001  0.000
C 3.99373 2.09582 -2.48033  0.001
S 0.38576 1.71076 -0.74377  0.003
O 0.00409 2.28138 0.51803  0.002
O -0.31832 2.16543 -1.91957  0.003
O 0.48959 0.19374 -0.69284  0.012
H 6.52052 3.96922 -1.12010  0.000
H 6.16444 3.89853 -2.84948  0.000
H 6.75570 2.46505 -2.01533  0.000
H 4.58385 4.01399 0.23963  0.000
H 2.24978 3.30704 0.74069  0.000
H 2.14410 1.06912 -2.89255  0.000
H 4.47741 1.75245 -3.39016  0.000
Br -1.78779 1.75575 7.75630  0.000
C -1.35631 0.98911 6.06419  0.001
C -0.38951 -0.00016 6.00094  0.000
C -0.08096 -0.55194 4.76339  0.000
C -0.73534 -0.12885 3.61546  -0.001
C -1.69931 0.86874 3.70429  0.000
C -2.01449 1.43885 4.93251  0.000
C -0.37334 -0.74570 2.27681  -0.003
O 0.61616 -1.46537 2.20386  0.006
O -1.24351 -0.48791 1.36257  -0.015
H 0.11340 -0.32838 6.90104  0.000
H 0.67771 -1.31884 4.66807  0.000
H -2.18267 1.19706 2.79290  0.000
H -2.75845 2.22099 5.00944  0.000

Results
strongest force on any atom	0.019	Eh/bohr
E_LUMO (spin up / spin down)	2.54 / 2.54	eV
frontier orbital gap (spin up / spin down)	7.64 / 7.60	eV
energy relative to the best compared isomer or geometry (same formula, charge and spin)	18.3	kJ/mol
HOMO level (spin up / spin down)	-5.104 / -5.062	eV
charge	-1
calculated total energy	-183508.1468	eV
spin multiplicity	3

***

3.
# C27H43BN6OPTi

A molecular structure, C27H43BN6OPTi (ωB97M-V/def2-TZVPD, OMol25).

Each line ends with the Mulliken spin population.
Geometry (Å):
Ti 0.42931 1.29395 -1.15719  0.924
C 3.97243 0.82843 -3.53674  0.004
C 3.00871 0.24576 -2.72985  0.025
N 2.01159 1.11391 -2.50286  -0.031
N 2.32808 2.26093 -3.15899  0.016
C 3.50033 2.10714 -3.78087  0.017
B 1.44911 3.52765 -3.01791  -0.003
N -0.03346 3.15121 -3.32896  0.000
C -0.81841 3.63883 -4.28895  -0.001
C -2.07661 3.05715 -4.18742  0.000
C -1.97931 2.19958 -3.11062  0.008
N -0.74170 2.25395 -2.58423  0.002
N 1.51558 3.98545 -1.53934  -0.003
C 1.84795 5.16693 -1.01528  0.014
C 1.70274 5.10276 0.36323  0.003
C 1.26161 3.81488 0.61055  0.010
N 1.14736 3.13823 -0.54411  0.000
H 4.88415 0.38643 -3.89716  0.000
H 2.98955 -0.74414 -2.30403  -0.001
H 3.92382 2.90700 -4.36602  0.000
H 1.81568 4.38989 -3.75170  0.000
H -0.44143 4.36962 -4.98561  0.000
H -2.93575 3.23838 -4.80854  0.000
H -2.73143 1.55238 -2.68786  0.001
H 2.16272 5.97975 -1.64914  0.000
H 1.89805 5.88290 1.07723  0.000
H 1.03468 3.34253 1.55306  0.001
O 0.90817 -0.02368 0.12522  -0.012
P 0.12164 -1.06790 0.99256  0.026
C -0.35153 -2.45612 -0.12413  -0.007
C -0.02753 -2.10637 -1.58688  0.012
C -1.06504 -1.15904 -2.17991  -0.020
C -2.46481 -1.76677 -2.10654  0.004
C -2.83104 -2.15279 -0.67260  0.000
C -1.76803 -3.04262 -0.03206  -0.002
C -1.12365 -0.05082 1.86198  -0.033
C -2.23868 -0.81058 2.62936  -0.001
C -3.44950 0.09487 2.89699  0.000
C -2.99161 1.51445 3.20460  0.000
C -2.34593 2.15156 1.96303  0.003
C -1.74080 1.08498 1.02895  -0.011
C 1.27848 -1.73029 2.20184  -0.002
C 0.64743 -2.75572 3.16169  0.000
C 1.76181 -3.40497 3.98277  0.000
C 2.70969 -4.24070 3.10284  0.000
C 2.65763 -3.81498 1.63158  0.000
C 2.54177 -2.29816 1.48602  0.000
H 0.35134 -3.22594 0.20417  -0.002
H -0.05554 -3.03797 -2.15769  0.000
H 0.98379 -1.71491 -1.68675  -0.005
H -0.80523 -0.88612 -3.20344  -0.005
H -1.11229 -0.21457 -1.59037  0.050
H -2.48186 -2.65497 -2.74318  0.000
H -3.20660 -1.07633 -2.51119  0.000
H -3.78944 -2.67178 -0.66210  0.000
H -2.96660 -1.24574 -0.07618  0.001
H -1.73750 -3.99378 -0.57102  0.000
H -2.02780 -3.29376 0.99617  0.000
H -0.46804 0.43131 2.60047  -0.002
H -1.83562 -1.15402 3.58081  0.000
H -2.56309 -1.69550 2.08766  0.000
H -4.02564 -0.31634 3.72440  0.000
H -4.11749 0.10339 2.03045  0.000
H -2.27689 1.48783 4.03156  0.000
H -3.82670 2.12755 3.53874  0.000
H -1.56784 2.85518 2.26560  0.001
H -3.08591 2.72287 1.40162  -0.001
H -1.01358 1.62953 0.39898  0.023
H -2.51358 0.69543 0.36543  0.000
H 1.56859 -0.84862 2.78473  -0.001
H 0.09690 -3.52557 2.61008  0.000
H -0.06344 -2.26705 3.82627  0.000
H 1.32882 -4.02139 4.76912  0.000
H 2.31825 -2.60969 4.48606  0.000
H 2.45559 -5.29828 3.17351  0.000
H 3.72945 -4.14287 3.47669  0.000
H 1.81596 -4.31046 1.13863  0.000
H 3.55123 -4.15707 1.10962  0.000
H 2.56506 -2.01293 0.43008  -0.001
H 3.42181 -1.83329 1.93309  0.000

Results
strongest force on any atom	0.010	Eh/bohr
E_LUMO (spin up / spin down)	-6.32 / -5.94	eV
frontier orbital gap (spin up / spin down)	8.38 / 9.00	eV
HOMO level (spin up / spin down)	-14.702 / -14.939	eV
charge	+2
calculated total energy	-72758.1254	eV
spin multiplicity	2

***

4.
# C27H24F6N2O4PSSbTi

A molecular structure, C27H24F6N2O4PSSbTi (ωB97M-V/def2-TZVPD, OMol25).

Each line ends with the Mulliken spin population.
Geometry (Å):
Ti -0.07271 -1.25648 -1.49298  -0.021
C -0.15152 -3.10798 6.41642  0.000
C -0.25458 -3.06189 4.91797  0.000
C 0.71158 -2.40597 4.15346  0.000
C 0.62818 -2.36893 2.77500  0.000
C -0.45527 -2.99892 2.16813  -0.001
C -1.44053 -3.66142 2.89838  0.000
C -1.32692 -3.68204 4.27203  0.000
S -0.54938 -2.97715 0.45022  0.007
O -1.34439 -1.78168 -0.02747  -0.002
O -1.29315 -4.22681 0.03529  0.000
N 0.80542 -2.73512 -0.20059  -0.002
C 1.67043 -3.63367 -0.98258  -0.001
C 2.08143 -2.89268 -2.25707  -0.002
O 2.91182 -3.30679 -2.99175  0.013
O 1.39404 -1.72957 -2.44254  0.037
H 0.80045 -2.71249 6.76449  0.000
H -0.25694 -4.13063 6.77918  0.000
H -0.95139 -2.51893 6.86927  0.000
H 1.54853 -1.93040 4.64862  0.000
H 1.38087 -1.87528 2.17547  0.000
H -2.27011 -4.14318 2.39790  0.000
H -2.07765 -4.19592 4.85953  0.000
H 1.16204 -4.55418 -1.26823  0.000
H 2.58467 -3.87551 -0.44715  0.001
F -1.01665 -0.42366 -2.68789  0.003
Sb -2.71405 -3.77954 -1.43158  0.000
F -3.31833 -2.29020 -2.31732  0.000
F -3.54868 -3.09729 0.09774  0.000
F -4.24422 -4.82780 -1.52629  0.000
F -1.99048 -5.20635 -2.35467  0.000
F -0.98231 -3.01920 -2.30061  -0.001
N 0.70135 0.19133 -0.53085  0.890
P 0.49498 1.78817 -0.89723  -0.049
C 1.83042 2.75057 -0.21000  0.032
C 2.36280 3.83176 -0.91027  0.000
C 3.38118 4.57840 -0.33475  0.001
C 3.86477 4.24244 0.92233  0.001
C 3.33641 3.15995 1.61746  -0.001
C 2.31983 2.40970 1.05316  -0.012
C 0.47092 2.10004 -2.65025  0.020
C -0.51603 2.89649 -3.22222  0.001
C -0.51674 3.09029 -4.59593  0.002
C 0.44549 2.47642 -5.38559  0.001
C 1.42633 1.67557 -4.81187  -0.001
C 1.44444 1.48587 -3.44189  0.020
C -1.05494 2.31464 -0.16478  0.026
C -2.21514 1.54510 -0.29575  0.024
C -3.39822 2.00010 0.26083  -0.004
C -3.42601 3.21397 0.93686  0.008
C -2.27320 3.97759 1.06221  0.003
C -1.07830 3.52779 0.52256  0.003
H 1.98868 4.08730 -1.89266  0.001
H 3.80155 5.41785 -0.87222  0.000
H 4.66510 4.82341 1.36191  0.000
H 3.72303 2.90231 2.59474  0.000
H 1.90683 1.55916 1.58232  -0.006
H -1.27916 3.35612 -2.60723  0.001
H -1.27803 3.71081 -5.04975  0.000
H 0.42492 2.61281 -6.45896  0.000
H 2.17147 1.19555 -5.43182  0.000
H 2.20576 0.85586 -2.99434  0.007
H -2.22078 0.61369 -0.84788  -0.002
H -4.29741 1.40738 0.15908  0.000
H -4.35388 3.56758 1.36732  0.000
H -2.30127 4.92490 1.58430  0.001
H -0.17733 4.11677 0.63080  0.001

Results
strongest force on any atom	0.030	Eh/bohr
E_LUMO (spin up / spin down)	-3.55 / -6.22	eV
frontier orbital gap (spin up / spin down)	8.89 / 6.22	eV
energy relative to the best compared isomer or geometry (same formula, charge and spin)	145.8	kJ/mol
HOMO level (spin up / spin down)	-12.442 / -12.443	eV
charge	+1
calculated total energy	-105639.1284	eV
spin multiplicity	2